Entry 1:
{
  "formula": "C31H56Cl2N7PS2Sn",
  "method": "ωB97M-V/def2-TZVPD",
  "symbols": ["Sn", "Cl", "Cl", "S", "S", "P", "N", "N", "N", "N", "N", "N", "N", "C", "C", "C", "C", "C", "C", "C", "C", "C", "C", "C", "C", "C", "C", "C", "C", "C", "C", "C", "C", "C", "C", "C", "C", "C", "C", "C", "C", "C", "C", "C", "H", "H", "H", "H", "H", "H", "H", "H", "H", "H", "H", "H", "H", "H", "H", "H", "H", "H", "H", "H", "H", "H", "H", "H", "H", "H", "H", "H", "H", "H", "H", "H", "H", "H", "H", "H", "H", "H", "H", "H", "H", "H", "H", "H", "H", "H", "H", "H", "H", "H", "H", "H", "H", "H", "H", "H"],
  "xyz": [[-0.673068, -1.685806, 0.830058], [-2.677663, -4.086479, 2.163890], [-0.496595, -4.992242, -2.789209], [-2.413237, -0.039204, 0.648135], [2.258552, -2.866321, 4.322741], [-0.664929, 2.916917, -2.429593], [2.297415, -3.885371, -0.046073], [2.732132, -0.674243, -0.396369], [0.911294, 1.538747, 0.592134], [-0.095490, -0.987834, -1.457653], [-1.100220, -3.311499, -0.401422], [-0.378239, -2.568075, 4.315298], [0.650482, -2.494350, 6.397932], [1.891079, 3.796359, -1.907752], [-2.344845, 3.489905, -1.804885], [-2.248602, -5.136348, 0.816412], [-1.319524, -5.529859, -1.331572], [-2.401491, -7.336861, -0.157310], [-3.321980, 2.316650, -1.999508], [-1.475956, -1.648118, 4.656034], [-0.581861, 3.155914, -4.309400], [1.327523, 6.403415, -1.209614], [2.646178, 5.971168, -1.217126], [-2.172324, 3.648856, -0.283488], [2.923820, 4.658152, -1.567643], [2.239513, -0.272566, -1.690370], [3.199239, -2.923401, 0.585315], [-0.225093, -3.416069, 7.127729], [3.096522, 0.406482, 0.501200], [0.695340, 2.437123, -4.761208], [-1.724087, -6.838199, -1.273497], [0.301931, 5.538525, -1.565479], [-1.516867, -4.523773, -0.289982], [-2.659713, -6.444856, 0.883586], [1.128586, -1.167866, -2.221361], [0.558503, 4.216629, -1.935176], [3.613720, -1.827568, -0.392599], [-2.983127, 4.738510, -2.421152], [-1.105669, -0.185414, 4.493097], [1.934934, 0.865661, 1.380839], [0.758958, -2.634946, 5.013163], [-0.519064, 4.600748, -4.805318], [-1.767563, 2.434552, -4.956234], [0.184831, -4.875991, 6.969280], [-0.711539, 5.908355, -1.538776], [-1.597361, 2.360525, -6.035685], [1.224904, -5.022999, 7.267367], [1.409505, -3.452357, -0.306582], [-0.473124, -0.045922, -1.512503], [3.445773, 6.645022, -0.933939], [1.091431, 7.420923, -0.920019], [3.909764, 0.065897, 1.149250], [4.645389, -1.507913, -0.164702], [-3.630055, 2.197465, -3.039119], [-3.196739, -6.772787, 1.766946], [1.407368, -2.223956, -2.169435], [-0.194131, -3.120240, 8.179378], [-0.822078, 0.042685, 3.466292], [-3.103667, 4.043621, 0.135159], [-1.883216, 1.422298, -4.563033], [0.985924, -0.929861, -3.287821], [-0.794380, -1.684738, -1.717935], [-1.364577, 4.330823, -0.007156], [3.055783, -0.216123, -2.439797], [-2.304070, -1.905574, 3.994554], [-2.911195, 1.377909, -1.617389], [-1.250912, -3.290529, 6.793292], [1.492662, -0.037435, 1.804331], [1.586033, -2.507319, 6.779807], [-1.999819, 2.674784, 0.187888], [-4.219766, 2.514101, -1.405167], [-1.384842, 5.182975, -4.494414], [-0.285831, 0.080285, 5.166480], [-0.224492, -2.644632, 3.308770], [0.088978, -5.186096, 5.928379], [-0.447697, -5.521401, 7.582839], [-3.248436, 4.578120, -3.467149], [2.773590, -2.446372, 1.477241], [-1.507080, -7.484517, -2.116946], [-2.718231, -8.370186, -0.105821], [4.095854, -3.469417, 0.900838], [2.318566, 1.466842, 2.220934], [1.592742, 2.918181, -4.367806], [0.757150, 2.464133, -5.854671], [-2.705928, 2.966990, -4.803626], [-1.801786, -1.837239, 5.675389], [1.093973, 2.526712, 0.474883], [-2.364351, 5.632759, -2.370005], [1.810359, 0.721312, -1.576973], [0.376113, 5.107222, -4.440086], [3.942823, 4.290858, -1.551043], [2.119968, 2.761516, -2.127496], [0.698589, 1.393700, -4.440675], [-0.037721, 1.386412, 0.927716], [2.027125, -4.588294, 0.634236], [-0.484924, 4.608457, -5.901513], [3.485947, 1.271655, -0.070026], [-3.912605, 4.949766, -1.881439], [-1.971365, 0.438487, 4.726089], [3.632213, -2.265888, -1.395169]],
  "atomic_forces_ev_per_a": [[-0.251, -0.220, -0.180], [0.047, -0.017, 0.016], [0.011, -0.004, -0.009], [0.084, 0.037, 0.105], [0.155, -0.073, 0.023], [-0.005, -0.049, -0.054], [-0.027, -0.015, -0.010], [-0.066, -0.085, 0.075], [0.154, 0.086, -0.015], [0.034, 0.020, 0.071], [0.031, 0.136, -0.124], [0.086, 0.311, 0.109], [-0.087, 0.017, 0.000], [0.001, -0.047, 0.027], [0.016, -0.005, -0.001], [0.011, 0.050, -0.044], [-0.009, 0.010, 0.001], [-0.007, -0.013, -0.003], [-0.006, -0.008, 0.003], [-0.095, -0.291, -0.055], [-0.023, 0.047, -0.009], [0.015, 0.003, 0.002], [-0.005, -0.015, -0.007], [0.037, 0.054, 0.064], [0.016, 0.036, 0.017], [-0.017, 0.027, -0.055], [-0.010, 0.007, 0.028], [0.044, -0.044, -0.024], [-0.046, -0.012, 0.011], [0.033, 0.006, -0.019], [0.005, -0.026, -0.016], [-0.007, 0.029, -0.046], [-0.067, -0.042, 0.134], [-0.003, -0.011, 0.005], [0.028, 0.005, -0.040], [-0.020, -0.028, 0.071], [0.103, 0.067, -0.030], [-0.020, 0.002, 0.023], [0.117, 0.140, 0.039], [-0.055, -0.006, -0.071], [0.005, 0.053, 0.234], [0.005, -0.010, -0.018], [0.006, -0.005, 0.002], [-0.003, 0.005, 0.013], [0.025, -0.007, 0.005], [0.001, 0.001, -0.004], [-0.002, -0.003, 0.011], [0.018, 0.013, 0.006], [-0.020, 0.008, 0.016], [-0.001, -0.001, -0.001], [-0.001, -0.004, -0.002], [-0.021, -0.040, 0.019], [-0.006, -0.003, -0.017], [0.019, -0.012, 0.009], [-0.001, 0.000, 0.000], [0.014, 0.014, 0.001], [0.001, 0.010, -0.012], [-0.021, -0.075, -0.055], [-0.023, -0.014, -0.006], [0.002, 0.003, 0.002], [-0.004, -0.018, 0.005], [-0.021, -0.008, -0.029], [-0.062, -0.017, 0.001], [-0.012, -0.015, -0.008], [0.039, 0.046, -0.048], [-0.003, 0.005, 0.016], [-0.039, 0.013, -0.016], [-0.009, 0.014, 0.078], [0.019, -0.023, -0.036], [0.044, -0.008, -0.057], [-0.014, 0.018, -0.018], [-0.028, 0.012, 0.003], [-0.014, -0.008, -0.017], [-0.019, 0.005, -0.083], [0.007, -0.002, -0.001], [-0.011, -0.008, -0.013], [0.006, -0.002, -0.010], [0.016, -0.011, -0.005], [0.002, 0.002, -0.002], [-0.001, -0.003, 0.002], [-0.012, -0.009, 0.003], [0.043, 0.054, -0.061], [-0.021, -0.008, -0.009], [0.004, -0.005, -0.006], [0.014, 0.000, 0.000], [-0.055, 0.002, 0.044], [-0.060, 0.020, 0.113], [-0.015, 0.017, -0.003], [-0.002, 0.089, -0.028], [-0.001, -0.007, 0.004], [-0.002, -0.001, -0.004], [-0.001, -0.033, 0.008], [0.004, -0.005, 0.004], [-0.034, -0.093, -0.074], [0.004, -0.002, -0.004], [0.002, 0.004, 0.001], [0.035, -0.003, 0.024], [-0.004, -0.001, -0.010], [0.004, -0.015, 0.021], [0.003, -0.005, -0.003]],
  "lumo_energy_ha": 0.1404,
  "charge": -2,
  "fmax_ha_per_bohr": 0.007,
  "e_tot_ha": -3870.5735,
  "spin_multiplicity": 1,
  "relative_energy_kcal_mol": 5.8,
  "gap_ev": 3.9
}

***

Entry 2:
{
  "formula": "C5H13N",
  "method": "ωB97M-V/def2-TZVPD",
  "symbols": ["N", "C", "C", "C", "C", "C", "H", "H", "H", "H", "H", "H", "H", "H", "H", "H", "H", "H", "H"],
  "xyz": [[0.192183, -1.712952, -1.032269], [-1.267087, -1.818624, -0.984961], [1.454945, 1.492396, 1.573965], [-1.022735, 1.316977, 1.315169], [0.647940, -0.788473, -2.079842], [0.241594, 1.981570, 1.779126], [0.088259, 2.930863, 2.284914], [-0.816948, 0.347722, 0.858692], [-1.805301, -1.510631, -1.884585], [1.695928, 0.685841, 0.889864], [-1.549658, -1.189132, -0.142672], [0.637094, -2.617453, -1.022405], [0.102626, -0.871476, -3.022002], [0.597335, 0.170315, -1.575291], [-1.625635, -2.829524, -0.790181], [1.701547, -0.928780, -2.329604], [-1.677288, 1.084991, 2.155507], [2.325943, 1.971782, 2.012252], [-1.511884, 1.918667, 0.549428]],
  "atomic_forces_ev_per_a": [[-0.126, -0.441, -0.781], [0.193, 0.026, 0.762], [0.606, 0.589, -0.041], [0.431, -0.404, -0.383], [0.611, -0.524, 0.987], [-0.394, -0.350, -0.232], [0.250, -0.164, 0.342], [0.275, 0.087, -0.037], [0.304, 0.257, -0.153], [-0.421, -0.379, 0.325], [-0.780, -0.021, -0.160], [0.014, 0.031, -0.439], [-0.293, 0.279, 0.083], [-0.282, 0.666, -0.755], [0.281, -0.096, 0.200], [0.016, -0.225, 0.219], [-0.220, 0.408, -0.030], [-0.091, 0.155, -0.135], [-0.375, 0.105, 0.228]],
  "lumo_energy_ha": 0.0428,
  "fmax_ha_per_bohr": 0.025,
  "e_tot_ha": -252.9948,
  "smiles": "C=CC.CNC",
  "spin_multiplicity": 1,
  "relative_energy_kcal_mol": 42.8,
  "gap_ev": 9.9
}

***

Entry 3:
{
  "formula": "C30H46GaO11",
  "method": "ωB97M-V/def2-TZVPD",
  "symbols": ["Ga", "O", "O", "O", "O", "O", "O", "O", "O", "O", "O", "O", "C", "C", "C", "C", "C", "C", "C", "C", "C", "C", "C", "C", "C", "C", "C", "C", "C", "C", "C", "C", "C", "C", "C", "C", "C", "C", "C", "C", "C", "C", "H", "H", "H", "H", "H", "H", "H", "H", "H", "H", "H", "H", "H", "H", "H", "H", "H", "H", "H", "H", "H", "H", "H", "H", "H", "H", "H", "H", "H", "H", "H", "H", "H", "H", "H", "H", "H", "H", "H", "H", "H", "H", "H", "H", "H", "H"],
  "xyz": [[-3.300778, -1.330184, 0.479402], [0.013892, 1.190978, -4.944794], [-2.337194, 3.242748, -0.410061], [1.493225, -4.243539, -5.890068], [2.489769, 4.358323, 7.870739], [4.659456, 5.043528, 7.639386], [-4.938617, -1.342724, -0.553467], [3.662912, -3.558335, -6.121421], [-4.534368, 2.611908, -0.339073], [0.091378, -0.438771, 1.536858], [1.304380, -0.696830, -4.907534], [0.057246, 1.959590, 1.331914], [-3.677496, 3.449361, -0.568468], [2.177292, -1.626302, 4.216984], [1.192974, -5.224892, -7.984469], [1.108989, 0.653577, -4.956653], [-3.484026, -2.891219, 1.833446], [2.426843, 1.366947, -4.979749], [3.695220, 4.416886, 7.232266], [-1.642181, 4.462917, -0.662895], [2.189518, 3.376970, 5.776338], [-1.168790, -0.096111, -1.464247], [0.807776, -2.505588, 3.903504], [-2.048218, -3.072548, 4.192407], [1.634687, 3.452726, 7.174674], [2.672165, -5.033404, -7.763708], [2.703530, -0.964977, -4.828435], [2.030487, -0.374070, 5.276905], [-3.224694, 0.562110, 1.404850], [-2.577057, 5.284773, -1.511114], [0.163127, 0.620263, 0.713210], [0.557858, -0.053841, 5.992495], [3.376055, 0.265443, -5.378613], [-1.744506, -1.542115, -0.874040], [0.638143, -5.149137, -6.586134], [-0.676170, -2.193996, 4.567758], [2.698676, -4.184977, -6.528542], [3.668709, 3.568458, 5.997099], [-2.083361, -3.343912, 2.556023], [-0.810280, -0.947178, 5.658612], [0.314137, 0.307621, -0.891743], [-3.935205, 4.856347, -1.015845], [1.940709, 2.443576, 5.264457], [-3.047141, 1.393784, 0.582454], [-2.198172, -2.112639, -1.813609], [-1.822575, -0.671296, 6.208628], [-1.902077, -4.505685, 2.422456], [-1.115203, -0.137154, -2.634459], [-3.026220, -2.477985, 4.509352], [-4.680890, 4.886095, -1.813643], [-1.203442, -2.803092, 1.982280], [4.392445, 0.405672, -5.001204], [-1.921240, 0.784128, -1.188904], [1.004971, -0.651949, -1.039583], [4.175371, 2.621507, 6.202991], [-3.943243, -3.851294, 1.313526], [-0.757316, 2.396678, 0.925856], [3.426874, 0.202737, -6.472460], [-1.419772, 4.943340, 0.295694], [2.965338, -1.148686, -3.781119], [-2.002434, -4.073595, 4.825035], [-2.400330, 6.360429, -1.428149], [-5.728778, -1.374086, 0.090643], [1.797378, 4.207026, 5.176134], [-0.387993, -4.770291, -6.574308], [1.661390, 2.484490, 7.685527], [0.944166, -6.158285, -8.496350], [4.136665, 4.083394, 5.154917], [3.140121, -4.518468, -8.605890], [0.797478, 1.254048, -1.396350], [2.423361, 2.178067, -5.711518], [-4.261325, 5.450260, -0.157518], [0.608550, 3.831571, 7.186500], [-2.465267, 5.003778, -2.565419], [-4.243738, -2.586928, 2.694678], [-4.300678, 0.786111, 1.852605], [2.941769, -1.856995, -5.415092], [-0.701721, 4.251269, -1.179963], [3.176336, -1.912566, 3.665519], [0.664846, -6.117373, -6.075280], [0.461583, 0.831443, 6.774199], [3.178827, -5.980356, -7.557817], [-0.817591, -2.146613, -0.442126], [2.644230, 1.748689, -3.978335], [-2.399188, 0.582807, 2.252421], [0.847266, -3.403550, 3.124630], [2.970326, 0.286000, 5.529474], [0.800834, -4.394836, -8.584673]],
  "atomic_forces_ev_per_a": [[-0.209, 0.605, 0.164], [1.523, -1.204, -0.161], [-0.150, 0.005, -0.110], [1.076, 0.394, -0.188], [0.868, 0.455, 0.004], [-1.769, -0.694, -0.227], [-1.396, -0.228, 1.711], [-1.537, -0.959, -0.419], [1.853, 1.767, -0.739], [0.802, 6.850, -4.908], [-0.626, 0.951, -0.154], [-0.993, -2.212, -2.522], [-2.434, -1.909, 0.761], [-4.631, 0.889, 2.051], [-0.367, -0.252, -0.803], [-2.049, 0.649, 0.386], [-0.387, -1.504, 1.355], [0.452, 0.180, -0.353], [1.684, 0.827, 0.845], [0.677, 0.218, -0.022], [-0.397, -0.337, -0.844], [-0.555, 0.349, -0.097], [-0.387, 2.425, 1.927], [1.203, 0.725, -0.216], [-0.699, -0.334, -0.022], [-0.158, 0.023, -0.541], [0.508, -0.740, -0.007], [-3.211, -2.458, -0.928], [-0.157, 0.813, 0.357], [0.126, 0.744, -0.592], [-0.661, -5.377, 4.096], [0.065, -2.902, -2.377], [0.799, 0.175, -0.262], [1.170, 0.054, -1.412], [-0.787, -0.298, 0.088], [2.310, 2.356, 1.516], [1.301, 0.654, 0.917], [-0.233, 0.056, -0.473], [0.093, -0.656, -0.191], [4.468, -0.724, -1.868], [-0.175, 0.219, 0.657], [0.055, 0.386, -0.450], [-0.092, 0.169, 0.090], [-0.167, -2.037, 2.195], [1.119, 0.985, 1.883], [2.367, -0.712, -1.438], [-0.341, 2.250, 0.152], [0.110, 0.175, 2.186], [2.301, -1.082, -0.574], [-0.110, -0.095, 0.407], [-1.581, -0.978, 1.569], [-0.117, -0.110, -0.053], [1.606, -1.851, -0.611], [-1.357, 2.242, 0.657], [0.114, 0.124, -0.022], [0.777, 1.902, 1.008], [1.239, -0.938, 0.501], [0.032, -0.029, 0.145], [-0.010, -0.023, -0.026], [-0.047, 0.026, -0.039], [-0.111, 2.023, -1.419], [0.078, -0.141, 0.004], [2.007, 0.119, -1.558], [0.015, -0.160, 0.095], [0.257, 0.030, 0.249], [0.030, 0.083, -0.005], [-0.043, 0.127, 0.114], [0.245, -0.180, 0.307], [0.255, -0.168, 0.309], [-1.058, -1.826, 0.771], [-0.221, 0.069, 0.371], [-0.116, -0.114, -0.062], [0.221, 0.013, 0.211], [0.034, 0.046, 0.176], [1.346, -0.654, -1.685], [2.212, -0.333, -0.719], [-0.281, 0.355, 0.435], [-0.134, -0.188, 0.209], [-2.255, 0.771, 1.338], [0.010, 0.095, -0.004], [0.302, -2.075, -1.878], [0.114, 0.146, -0.014], [-1.895, 1.084, -0.995], [-0.128, 0.080, -0.079], [-1.668, 0.163, -1.606], [-0.014, 2.243, 1.862], [-2.129, -1.454, -0.511], [0.019, -0.153, 0.102]],
  "lumo_energy_ha": 0.0708,
  "charge": -1,
  "fmax_ha_per_bohr": 0.165,
  "e_tot_ha": -3922.7784,
  "spin_multiplicity": 1,
  "relative_energy_kcal_mol": 286.6,
  "gap_ev": 6.1
}